Molecular formula: C27H18Cl68FNO9S
Method: DFT, ωB97M-V/def2-TZVPD

```
125
Properties=species:S:1:pos:R:3:forces:R:3
C 3.232 6.624 -0.449 -0.09 -0.79 -0.02
C 2.482 5.579 0.480 0.69 2.10 -0.51
O 2.655 4.289 -0.094 -1.12 -0.25 0.72
C 1.659 3.396 0.446 -0.52 -0.22 0.74
C 0.213 3.696 -0.121 1.09 0.20 0.02
O -0.558 2.503 -0.383 -0.46 1.14 0.39
C -1.764 2.958 -0.995 0.47 0.36 -0.51
C -3.088 2.280 -0.435 -0.01 1.74 -2.47
C -4.171 3.400 -0.263 -0.22 0.45 0.91
O -4.587 3.941 -1.507 0.01 -0.56 0.23
C -5.922 4.440 -1.420 -1.22 1.49 0.13
C -6.112 5.478 -0.226 -0.33 -0.78 -0.35
O -2.918 1.434 0.678 -1.05 0.84 0.07
C -2.703 2.166 1.811 -0.88 0.42 0.82
O -1.643 2.321 2.263 2.47 0.04 0.56
O -3.761 2.740 2.549 -0.99 -2.81 -2.33
N -3.464 4.101 2.819 0.48 1.08 -0.57
O -3.193 4.219 3.918 0.11 0.72 1.55
S -3.729 1.171 -1.808 -2.60 -3.76 0.21
O -2.936 -0.034 -1.798 0.49 1.82 -0.59
O -5.145 0.888 -1.602 1.64 1.67 -0.39
F -3.609 1.891 -3.274 0.36 -0.43 2.09
H 4.331 6.622 -0.255 -0.87 0.17 -0.01
H 3.107 6.309 -1.514 0.04 0.25 1.03
H 2.797 7.651 -0.371 0.50 -0.82 0.20
H 2.887 5.648 1.528 -0.30 -0.38 -0.82
H 1.419 5.931 0.531 0.58 -0.71 -0.14
H 1.923 2.328 0.257 0.01 0.96 -0.09
H 1.664 3.577 1.561 -0.15 -0.52 -0.98
H 0.341 4.202 -1.115 -0.10 -0.01 1.06
H -0.304 4.361 0.628 0.11 -0.61 -0.86
H -1.899 4.067 -0.840 0.11 -1.05 -0.02
H -1.616 2.844 -2.110 -0.64 -0.12 1.02
H -5.048 3.010 0.311 0.78 0.08 -0.45
H -3.700 4.257 0.307 -0.42 -1.05 -0.16
H -6.688 3.613 -1.374 0.93 0.57 0.19
H -6.156 5.020 -2.354 0.65 -0.78 0.64
H -6.248 4.925 0.743 0.37 0.72 -0.73
H -5.260 6.206 -0.185 -0.74 -0.74 0.04
H -7.057 6.061 -0.379 0.85 -0.60 -0.06
C -1.077 -4.545 5.547 -0.15 -0.04 -0.08
Cl -0.233 -3.844 4.155 -0.27 -0.27 0.07
Cl -2.827 -4.323 5.340 0.22 -0.07 0.07
Cl -0.709 -6.275 5.648 0.01 0.19 -0.01
Cl -0.549 -3.741 7.032 -0.08 -0.07 -0.17
C 2.035 3.863 -4.447 0.21 0.08 0.11
Cl 0.724 4.935 -5.001 0.15 -0.22 0.10
Cl 1.582 2.177 -4.792 -0.11 0.89 0.32
Cl 3.521 4.239 -5.337 -0.22 0.25 0.08
Cl 2.320 4.114 -2.700 -0.05 -0.35 -0.98
C -6.014 -2.188 4.192 -0.04 -0.04 -0.03
Cl -6.036 -2.227 5.964 0.04 0.02 -0.16
Cl -4.420 -1.634 3.633 -0.18 0.02 0.11
Cl -6.327 -3.814 3.564 -0.11 0.13 0.43
Cl -7.263 -1.073 3.610 0.15 -0.13 0.04
C 3.413 -2.426 6.144 -0.09 0.03 -0.02
Cl 2.616 -2.476 7.725 0.29 0.05 -0.43
Cl 2.252 -1.936 4.899 0.31 0.15 0.25
Cl 4.750 -1.262 6.198 -0.10 -0.12 0.01
Cl 4.042 -4.032 5.742 0.11 0.49 0.17
C 2.768 -0.687 11.286 0.06 0.08 -0.01
Cl 1.575 0.616 11.426 0.11 -0.14 -0.02
Cl 1.972 -2.153 10.685 -0.04 0.11 0.38
Cl 4.044 -0.200 10.157 -0.13 -0.05 0.12
Cl 3.478 -1.012 12.876 -0.08 0.01 -0.16
C 3.624 6.198 -9.161 -0.06 -0.10 -0.01
Cl 3.765 5.845 -10.892 0.00 0.05 0.17
Cl 5.075 5.624 -8.321 -0.12 0.07 -0.07
Cl 3.459 7.947 -8.927 0.03 -0.14 -0.16
Cl 2.197 5.379 -8.506 0.14 0.12 -0.08
C 2.831 -8.643 6.477 0.05 -0.07 0.01
Cl 2.720 -8.916 8.224 -0.01 0.05 -0.17
Cl 3.101 -6.919 6.165 -0.17 -0.33 0.22
Cl 4.182 -9.578 5.819 -0.12 0.13 0.09
Cl 1.323 -9.158 5.700 0.16 0.02 0.03
C -6.294 8.422 2.911 -0.05 0.07 0.02
Cl -5.280 7.031 3.338 -0.07 0.12 -0.04
Cl -7.361 7.983 1.565 0.07 0.16 0.25
Cl -7.272 8.892 4.311 0.11 -0.06 -0.15
Cl -5.262 9.778 2.428 -0.10 -0.16 0.04
C -0.228 -1.265 -6.351 -0.03 -0.15 -0.08
Cl 1.217 -0.465 -5.708 -0.08 -0.69 -0.26
Cl -0.329 -2.916 -5.716 0.06 0.25 0.05
Cl -1.654 -0.339 -5.877 0.00 -0.07 0.05
Cl -0.138 -1.337 -8.120 0.04 0.04 0.14
C 4.007 -4.936 1.749 0.02 0.07 0.04
Cl 2.818 -3.634 1.573 0.10 -0.14 0.01
Cl 3.618 -5.899 3.189 0.01 0.07 -0.49
Cl 3.967 -5.970 0.310 0.01 0.17 0.10
Cl 5.626 -4.238 1.926 -0.36 0.02 0.21
C -5.420 -4.012 -0.644 0.09 0.13 0.08
Cl -4.012 -4.194 -1.709 -0.20 0.17 0.01
Cl -6.682 -3.076 -1.463 0.22 -0.10 0.11
Cl -6.063 -5.603 -0.201 -0.06 0.21 0.05
Cl -4.888 -3.175 0.821 0.01 0.05 -0.49
C 3.351 8.669 -4.028 0.02 -0.02 -0.04
Cl 3.493 8.313 -5.759 -0.04 0.03 0.31
Cl 4.803 8.102 -3.186 -0.12 0.06 -0.11
Cl 3.179 10.419 -3.798 0.01 -0.15 -0.01
Cl 1.926 7.844 -3.372 0.07 0.20 -0.21
C -4.066 -8.924 -2.629 0.07 0.09 0.13
Cl -5.608 -9.320 -3.408 0.22 0.08 0.06
Cl -4.017 -7.209 -2.202 -0.01 -0.44 -0.24
Cl -3.881 -9.896 -1.157 -0.05 0.02 -0.10
Cl -2.721 -9.268 -3.724 -0.07 -0.11 -0.05
C 3.448 -10.572 1.597 0.01 0.05 0.01
Cl 1.786 -10.814 1.033 0.15 0.03 0.06
Cl 3.668 -8.879 2.076 -0.06 -0.43 -0.02
Cl 3.759 -11.630 2.985 -0.04 0.05 -0.17
Cl 4.579 -10.967 0.290 -0.10 0.04 0.11
C -2.977 -5.926 -7.774 0.00 -0.01 -0.12
Cl -4.427 -6.466 -8.640 0.11 -0.03 0.08
Cl -3.102 -4.178 -7.504 0.01 -0.30 0.09
Cl -2.835 -6.812 -6.246 -0.11 0.27 -0.09
Cl -1.541 -6.270 -8.754 -0.09 0.08 0.02
C 6.297 1.428 -3.738 -0.02 -0.05 0.02
Cl 7.382 1.946 -5.042 -0.10 -0.03 0.10
Cl 4.651 1.267 -4.370 0.32 -0.16 0.17
Cl 6.843 -0.134 -3.101 -0.03 0.15 -0.06
Cl 6.313 2.634 -2.441 -0.04 -0.10 -0.13
C 9.196 -5.678 -0.305 -0.05 -0.02 -0.08
Cl 9.980 -4.951 -1.719 -0.06 -0.06 0.14
Cl 7.442 -5.468 -0.429 0.36 -0.13 -0.15
Cl 9.581 -7.406 -0.239 -0.03 0.17 0.00
Cl 9.782 -4.885 1.169 -0.06 -0.06 -0.12
```
Positions in Å, forces in eV/Å.

The max |F| is 4.57 eV/Å. The calculation puts the HOMO energy at -10.26 eV. The HOMO-LUMO gap is 9.14 eV. For the LUMO energy, the calculation gives -0.0411 Eh.

Molecular formula: C26H16AuIN3O2
Method: DFT, ωB97M-V/def2-TZVPD

```
49
Properties=species:S:1:pos:R:3:forces:R:3
Au -1.047 -0.004 -1.186 0.25 0.00 0.14
O -1.691 1.161 5.877 0.04 -0.07 0.55
C -1.668 0.007 5.476 0.02 0.00 -2.18
O -1.697 -1.146 5.879 0.04 0.07 0.55
C -1.611 0.005 3.768 -0.08 0.00 1.78
C -1.602 -1.196 3.087 0.00 -0.06 -0.81
C -1.609 -1.163 1.694 -0.05 0.10 0.71
N -1.648 0.001 1.049 0.19 0.00 -0.34
C -1.602 1.167 1.690 -0.05 -0.10 0.71
C -1.595 1.204 3.083 0.00 0.07 -0.82
C -1.482 2.386 0.847 0.05 0.10 -0.29
C -1.457 3.667 1.385 -0.06 0.04 -0.02
C -1.260 4.754 0.548 -0.02 -0.06 -0.01
C -1.115 4.550 -0.815 -0.04 -0.03 -0.01
C -1.171 3.253 -1.285 -0.04 0.11 -0.05
N -1.345 2.208 -0.477 0.34 0.03 0.08
C -1.495 -2.386 0.855 0.05 -0.10 -0.30
C -1.477 -3.666 1.397 -0.06 -0.04 -0.02
C -1.285 -4.756 0.562 -0.02 0.06 -0.01
C -1.139 -4.556 -0.802 -0.04 0.04 -0.02
C -1.187 -3.259 -1.275 -0.05 -0.12 -0.03
N -1.356 -2.212 -0.469 0.34 -0.03 0.07
H -1.568 -2.116 3.655 -0.04 0.08 0.15
H -1.555 2.127 3.646 -0.04 -0.08 0.15
H -1.589 3.823 2.445 0.01 -0.05 0.02
H -1.221 5.753 0.961 -0.01 0.00 0.01
H -0.962 5.372 -1.500 -0.01 -0.01 0.00
H -1.080 3.034 -2.343 0.05 0.00 0.02
H -1.610 -3.819 2.457 0.01 0.05 0.02
H -1.252 -5.754 0.977 -0.01 0.00 0.01
H -0.989 -5.380 -1.485 -0.01 0.00 0.00
H -1.094 -3.043 -2.334 0.05 0.00 0.02
I -0.781 -0.008 -3.928 0.65 0.00 0.17
C 1.321 -0.003 -3.556 -0.55 0.00 -0.36
C 2.145 -0.001 -4.641 -0.09 0.00 0.03
C 3.539 0.001 -4.443 0.07 0.00 0.09
C 4.049 0.002 -3.176 0.03 0.00 -0.17
C 3.206 0.000 -2.041 -0.20 0.00 0.22
C 3.729 0.001 -0.726 0.04 0.00 0.14
C 2.911 -0.001 0.366 0.20 0.00 -0.24
C 1.510 -0.003 0.197 -0.68 0.00 0.25
C 1.009 -0.004 -1.059 -0.16 0.00 0.13
C 1.790 -0.003 -2.228 -0.21 0.00 -0.39
H 1.742 -0.002 -5.645 0.01 0.00 0.00
H 4.192 0.003 -5.304 0.03 0.00 0.02
H 5.120 0.003 -3.021 -0.01 0.00 0.03
H 4.803 0.002 -0.597 -0.01 0.00 -0.02
H 3.309 0.000 1.370 0.01 0.00 0.00
H 0.863 -0.003 1.068 0.07 0.00 -0.04
```
Positions in Å, forces in eV/Å.

The max |F| is 2.18 eV/Å. The calculation puts the HOMO energy (alpha / beta) at -9.86 / -9.86 eV. The energy above the lowest of the compared OMol25 structures with the same formula, charge and spin comes out at 86.2 kJ/mol. The charge is +1. The HOMO-LUMO gap (alpha / beta) is 3.32 / 3.32 eV. For the LUMO energy (alpha / beta), the calculation gives -0.2405 / -0.2404 Eh.

Molecular formula: CH4IPS2
Method: DFT, ωB97M-V/def2-TZVPD

```
9
Properties=species:S:1:pos:R:3:forces:R:3
C -0.463 1.298 -0.418 0.88 -1.31 0.62
P 0.179 -1.598 -0.478 0.40 -0.17 1.63
S -0.685 2.965 -0.174 0.67 -0.53 1.15
S 0.707 0.326 0.426 -0.91 1.01 -1.02
I -3.329 -0.466 0.068 0.45 0.43 -0.06
H -0.970 0.794 -1.253 -0.01 0.60 0.27
H -0.871 -1.501 0.485 -0.29 -0.61 -0.47
H 1.019 -2.337 0.498 -0.39 0.71 -0.86
H 0.100 3.071 0.997 -0.80 -0.15 -1.27
```
Positions in Å, forces in eV/Å.

The max |F| is 1.70 eV/Å. The calculation puts the HOMO energy (alpha / beta) at -7.69 / -7.69 eV. The energy above the lowest of the compared OMol25 structures with the same formula, charge and spin comes out at 175.9 kJ/mol. The HOMO-LUMO gap (alpha / beta) is 5.70 / 5.70 eV. For the LUMO energy (alpha / beta), the calculation gives -0.0732 / -0.0731 Eh.

Molecular formula: C7H11N2O
Method: DFT, ωB97M-V/def2-TZVPD

```
21
Properties=species:S:1:pos:R:3:forces:R:3
C -1.517 -0.434 -0.466 -0.73 1.20 -0.29
C 1.834 -0.093 0.312 -0.89 -1.71 -2.84
C 0.729 -1.111 0.602 2.95 0.12 1.25
C -0.761 0.739 -0.082 0.86 0.26 -0.67
C -2.891 -0.783 -0.813 -3.28 -1.75 1.31
C 2.990 -0.724 -0.521 1.84 -4.15 1.90
C -1.160 1.783 0.879 -0.07 1.75 1.26
N 1.528 1.019 -0.542 1.50 0.62 0.38
N -0.463 -0.731 0.276 -1.20 0.59 -0.17
O 0.279 1.278 -0.844 -2.02 -0.16 -1.96
H 2.183 0.305 1.201 0.98 0.69 2.12
H 1.035 -1.961 1.255 -0.87 0.18 -0.97
H -3.093 -1.800 -1.300 0.80 1.31 0.70
H -3.483 -0.031 -1.440 1.43 -0.70 1.03
H -3.526 -0.900 0.262 1.66 0.44 -2.63
H 3.804 -0.089 -0.776 -0.09 1.36 -0.44
H 2.703 -1.352 -1.412 -0.14 0.99 0.95
H 3.672 -1.476 0.152 -2.06 1.32 -1.18
H -1.844 2.549 0.448 0.03 -1.01 -0.30
H -0.297 2.535 1.128 -1.23 -2.12 0.24
H -1.723 1.278 1.682 0.52 0.76 0.30
```
Positions in Å, forces in eV/Å.

The max |F| is 4.92 eV/Å. The calculation puts the HOMO energy (alpha / beta) at -12.64 / -13.43 eV. The energy above the lowest of the compared OMol25 structures with the same formula, charge and spin comes out at 839.5 kJ/mol. The charge is +1. The HOMO-LUMO gap (alpha / beta) is 6.22 / 8.74 eV. For the LUMO energy (alpha / beta), the calculation gives -0.2360 / -0.1725 Eh.

- Look up the max |F| of the third one.
  1.70 eV/Å

- max |F| of number 3 (CH4IPS2)?
  1.70 eV/Å

- The highest max |F| belongs to which entry?
  C7H11N2O